{
  "formula": "C39H44AsBBrF10N6PRuS3",
  "method": "wB97M-V/def2-TZVPD",
  "symbols": ["Ru", "C", "C", "C", "C", "N", "C", "C", "N", "B", "N", "C", "C", "N", "C", "S", "C", "C", "C", "C", "N", "C", "C", "N", "C", "S", "C", "C", "C", "C", "C", "S", "H", "H", "H", "H", "H", "H", "H", "H", "H", "H", "H", "H", "H", "H", "H", "H", "H", "H", "H", "H", "H", "H", "H", "H", "H", "H", "H", "H", "H", "H", "H", "H", "H", "H", "F", "C", "C", "F", "C", "F", "C", "P", "C", "C", "C", "C", "C", "C", "C", "C", "C", "C", "C", "C", "C", "Br", "C", "F", "H", "H", "H", "H", "H", "H", "H", "H", "H", "H", "F", "As", "F", "F", "F", "F", "F"],
  "coordinates": [[-0.40, -0.82, 0.17], [4.05, 0.89, 3.54], [4.40, 2.10, 2.68], [5.29, 3.04, 3.47], [5.10, 1.71, 1.37], [3.10, 2.83, 2.33], [2.82, 4.09, 2.71], [1.57, 4.41, 2.19], [1.14, 3.37, 1.48], [-0.31, 3.29, 0.88], [-1.18, 2.68, 2.02], [-2.10, 3.49, 2.63], [-2.62, 2.82, 3.69], [-2.01, 1.60, 3.76], [-1.14, 1.52, 2.71], [-0.22, 0.09, 2.36], [-2.42, 0.64, 4.86], [-2.33, 1.41, 6.18], [-3.85, 0.20, 4.56], [-1.52, -0.59, 4.95], [-0.38, 2.66, -0.54], [0.23, 3.36, -1.57], [-0.43, 3.06, -2.71], [-1.45, 2.18, -2.40], [-1.35, 1.89, -1.09], [-2.23, 0.73, -0.14], [-2.42, 1.75, -3.49], [-2.90, 3.03, -4.18], [-3.64, 1.02, -2.93], [-1.70, 0.85, -4.48], [2.06, 2.37, 1.56], [1.88, 0.85, 0.90], [4.97, 0.35, 3.76], [3.39, 0.19, 3.04], [3.61, 1.20, 4.49], [6.21, 2.51, 3.71], [4.84, 3.35, 4.41], [5.57, 3.93, 2.90], [6.06, 1.28, 1.62], [5.27, 2.59, 0.75], [4.54, 0.97, 0.80], [3.47, 4.68, 3.32], [1.01, 5.33, 2.28], [-0.69, 4.41, 0.76], [-2.32, 4.48, 2.27], [-3.38, 3.13, 4.38], [-3.09, 2.19, 6.27], [-1.35, 1.85, 6.32], [-2.51, 0.71, 7.00], [-4.53, 1.05, 4.53], [-4.19, -0.47, 5.34], [-3.90, -0.32, 3.60], [-0.47, -0.33, 5.09], [-1.62, -1.25, 4.09], [-1.83, -1.15, 5.83], [1.04, 4.04, -1.39], [-0.27, 3.44, -3.70], [-3.34, 3.72, -3.46], [-3.68, 2.77, -4.90], [-2.11, 3.54, -4.72], [-4.16, 1.60, -2.18], [-3.38, 0.04, -2.52], [-4.32, 0.87, -3.77], [-0.89, 1.36, -4.99], [-2.41, 0.51, -5.23], [-1.29, -0.02, -3.97], [-5.77, -4.48, -2.48], [-4.56, -4.00, -2.34], [-3.63, -4.14, -3.36], [-3.96, -4.76, -4.47], [-2.35, -3.62, -3.21], [-1.49, -3.82, -4.20], [-1.96, -2.92, -2.07], [-0.28, -2.28, -1.71], [0.55, -1.51, -3.11], [0.80, -2.06, -4.37], [1.52, -1.35, -5.32], [2.04, -0.10, -5.01], [1.81, 0.45, -3.76], [1.07, -0.24, -2.82], [0.42, -3.94, -1.34], [1.00, -4.78, -2.36], [1.41, -6.06, -2.07], [1.28, -6.54, -0.77], [0.71, -5.72, 0.25], [0.31, -4.43, -0.03], [-2.90, -2.86, -1.05], [-2.47, -2.11, 0.64], [-4.18, -3.36, -1.16], [-5.05, -3.26, -0.17], [0.44, -3.04, -4.65], [1.69, -1.79, -6.29], [2.62, 0.44, -5.74], [2.23, 1.41, -3.50], [0.91, 0.20, -1.84], [1.13, -4.39, -3.35], [1.85, -6.69, -2.83], [1.63, -7.54, -0.53], [0.62, -6.12, 1.26], [-0.06, -3.79, 0.75], [1.64, -1.77, 0.29], [3.44, -2.30, -0.03], [3.78, -1.63, 1.51], [3.00, -3.79, 0.70], [5.03, -2.76, -0.36], [2.83, -2.90, -1.54], [3.60, -0.74, -0.77]],
  "mulliken_charge": [1.341, -1.398, 1.202, -2.248, -1.323, 0.610, -0.135, -1.276, 0.105, 0.009, 0.615, -1.395, -0.328, 0.717, 0.179, -0.392, 1.108, -1.636, -1.371, -2.050, 1.101, -1.403, -0.530, 0.673, 0.268, -0.335, 1.223, -1.737, -2.248, -1.316, -0.899, 0.607, 0.501, 0.182, 0.384, 0.447, 0.518, 0.505, 0.501, 0.396, 0.123, 0.643, 0.659, -0.136, 0.645, 0.634, 0.432, 0.359, 0.482, 0.387, 0.472, 0.224, 0.440, 0.405, 0.587, 0.765, 0.565, 0.393, 0.465, 0.457, 0.465, 0.443, 0.589, 0.340, 0.558, 0.130, -0.244, 0.473, 0.238, -0.247, 0.156, -0.331, -0.292, 0.041, 1.293, -0.646, -1.235, -0.891, -1.144, 0.974, 1.634, 0.172, -0.828, -0.559, -0.584, -0.647, 0.608, -0.321, 0.569, -0.303, 0.334, 0.494, 0.450, 0.613, -0.540, 0.246, 0.541, 0.464, 0.510, 0.244, -0.794, 1.990, -0.419, -0.443, -0.436, -0.396, -0.442],
  "orbital_gap_ev": [5.09, 4.11],
  "charge": 3,
  "s_squared": 0.802,
  "max_force_ev_per_a": 2.13,
  "multiplicity": 2
}